# C17H21ClN2O3S

The molecule C17H21ClN2O3S (ωB97M-V/def2-TZVPD, the OMol25 dataset).

Computed properties:
Strongest force on any atom   1.4 eV/A

Each line ends with the Löwdin charge.
Positions of all 45 atoms, in Å:
1 C 6.59 0.97 -0.31  -0.11
2 C 5.24 1.57 -0.65  -0.27
3 C 4.07 0.62 -0.39  -0.20
4 C 3.83 0.37 1.10  -0.17
5 N 2.75 -0.57 1.32  0.06
6 C 1.48 -0.16 1.49  -0.56
7 O 1.14 1.01 1.60  0.05
8 C 0.49 -1.30 1.57  -0.21
9 H 0.75 -1.98 2.38  0.10
10 H -0.52 -0.93 1.70  0.09
11 S 0.50 -2.35 0.04  0.97
12 O 1.91 -2.73 -0.14  -0.55
13 C 0.23 -0.96 -1.17  -0.23
14 C -1.07 -0.33 -0.89  -0.31
15 C -1.38 1.00 -0.71  -0.23
16 O -2.71 1.06 -0.45  0.13
17 C -3.15 -0.22 -0.46  -0.28
18 N -2.20 -1.07 -0.72  0.19
19 C -4.54 -0.53 -0.21  -0.14
20 C -5.45 0.49 0.05  -0.04
21 C -6.77 0.16 0.29  -0.66
22 C -7.20 -1.16 0.27  -0.10
23 C -6.28 -2.17 0.00  -0.07
24 C -4.96 -1.86 -0.24  -0.02
25 H -4.23 -2.63 -0.44  0.11
26 H -6.61 -3.19 -0.01  0.11
27 H -8.24 -1.40 0.46  0.10
28 Cl -7.91 1.41 0.62  0.68
29 H -5.13 1.51 0.07  0.12
30 C -0.57 2.24 -0.73  0.01
31 H -1.23 3.10 -0.66  0.09
32 H 0.11 2.24 0.12  0.06
33 H 0.01 2.30 -1.65  0.09
34 H 0.24 -1.45 -2.15  0.10
35 H 1.06 -0.26 -1.10  0.09
36 H 2.89 -1.52 0.99  0.11
37 H 4.73 -0.04 1.57  0.12
38 H 3.56 1.30 1.60  0.13
39 H 3.16 1.05 -0.81  0.10
40 H 4.26 -0.34 -0.88  0.12
41 H 5.23 1.84 -1.71  0.10
42 H 5.09 2.49 -0.08  0.11
43 H 7.39 1.65 -0.61  0.07
44 H 6.69 0.78 0.75  0.06
45 H 6.74 0.03 -0.84  0.07

---

# C17H21ClN2O5S

The molecule C17H21ClN2O5S (ωB97M-V/def2-TZVPD, the OMol25 dataset).

Computed properties:
Structure (SMILES)   CC1CCN(C(=O)CCS(=O)(=O)c2cc3c(cc2Cl)NC(=O)CO3)CC1
Strongest force on any atom   0.8 eV/A

Each line ends with the Löwdin charge.
Positions of all 47 atoms, in Å:
1 C -4.34 -3.39 -1.47  -0.07
2 C -4.82 -2.30 -0.52  -0.39
3 C -4.87 -0.94 -1.23  -0.13
4 C -5.29 0.16 -0.26  -0.13
5 N -4.35 0.20 0.85  -0.05
6 C -3.40 1.16 0.85  -0.47
7 O -3.49 2.15 0.14  0.06
8 C -2.21 1.02 1.80  -0.13
9 C -1.01 1.66 1.12  -0.22
10 S -0.56 0.61 -0.32  0.69
11 O -1.11 -0.71 -0.12  -0.32
12 O -0.84 1.25 -1.56  -0.30
13 C 1.24 0.43 -0.18  -0.29
14 C 1.77 -0.83 0.03  0.04
15 C 3.15 -1.00 0.11  -0.19
16 C 3.99 0.12 -0.01  -0.15
17 C 3.45 1.38 -0.22  -0.02
18 C 2.07 1.53 -0.31  -0.64
19 Cl 1.38 3.08 -0.57  0.78
20 N 5.36 -0.06 0.14  0.16
21 C 5.95 -1.28 0.20  -0.44
22 O 7.13 -1.42 0.38  0.10
23 C 4.99 -2.45 -0.04  -0.06
24 O 3.66 -2.23 0.36  0.00
25 C -4.34 -1.03 1.60  -0.14
26 C -3.89 -2.18 0.69  -0.14
27 H -4.31 -4.35 -0.97  0.08
28 H -5.00 -3.46 -2.33  0.08
29 H -3.33 -3.16 -1.82  0.08
30 H -5.83 -2.55 -0.17  0.14
31 H -3.88 -0.70 -1.62  0.13
32 H -5.58 -0.98 -2.06  0.12
33 H -5.27 1.14 -0.75  0.12
34 H -6.29 -0.02 0.14  0.13
35 H -1.98 -0.03 1.99  0.10
36 H -2.43 1.53 2.74  0.14
37 H -1.27 2.64 0.72  0.09
38 H -0.14 1.70 1.76  0.10
39 H 1.11 -1.67 0.13  0.13
40 H 4.09 2.24 -0.32  0.12
41 H 5.95 0.76 0.21  0.17
42 H 5.03 -2.67 -1.12  0.15
43 H 5.35 -3.32 0.50  0.14
44 H -3.71 -0.95 2.48  0.11
45 H -5.37 -1.21 1.93  0.13
46 H -3.89 -3.12 1.26  0.12
47 H -2.87 -1.98 0.35  0.09

---

Number 1: gap between HOMO and LUMO 8.627 eV, HOMO level -8.34 eV. Number 2: gap between HOMO and LUMO 9.270 eV, HOMO level -8.95 eV.